C7H9NOS | the ωB97M-V functional and the def2-TZVPD basis

Computed properties:
* M: 155.2 g/mol
* strongest force on any atom: 3.92 eV/A
* 2S+1: 1
* orbital gap: 7.430 eV
* ΔE to the lowest compared entry with this formula, charge and spin: 169.2 kcal per mole

Last columns: bonded neighbours and bond lengths (Å).
Cartesian coordinates (Å):
1 C -2.40541 -1.31896 0.61892  N8 1.320, S10 1.837, H11 1.077
2 C -0.18583 -1.43769 -0.37798  C4 1.498, N8 1.182
3 C -1.54346 1.55412 -0.11250  C5 1.435, S10 1.569
4 C 1.30140 -1.38401 -0.54891  C2 1.498, C6 1.550, H12 1.146, H13 1.108
5 C -0.11214 1.59651 -0.20037  C3 1.435, C7 1.545, H14 1.091, H15 1.144
6 C 1.78735 -0.01273 -0.01497  C4 1.550, C7 1.465, H16 1.109, H17 1.121
7 C 0.95849 0.95309 0.70962  C5 1.545, C6 1.465, H18 1.080, H19 1.142
8 N -1.16446 -1.59889 0.26489  C1 1.320, C2 1.182
9 O -3.94167 0.72664 -0.11617  S10 1.443
10 S -2.54895 0.34973 -0.13676  C1 1.837, C3 1.569, O9 1.443
11 H -3.09979 -2.06258 0.26459  C1 1.077
12 H 1.67552 -2.15221 0.21413  C4 1.146
13 H 1.72736 -1.55401 -1.55745  C4 1.108
14 H 0.03790 1.30848 -1.24202  C5 1.091
15 H 0.19023 2.69342 -0.31730  C5 1.144
16 H 2.62552 -0.24632 0.67272  C6 1.109
17 H 2.42385 0.42886 -0.82495  C6 1.121
18 H 1.76621 1.59751 1.02218  C7 1.080
19 H 0.50786 0.55903 1.68233  C7 1.142

Atomic partial charges in e from the Mulliken method, atoms 1 to 2: -0.4649 0.1289